Below is 7 unconnected molecules or ions with the total composition C48H54Br2N2O4P in a non-equilibrium geometry, with properties calculated with ωB97M-V/def2-TZVPD.

Computed properties:
Gap between HOMO and LUMO = 6.8 eV
Max |F| = 2.55 eV Å⁻¹
LUMO = -0.1557 Eh
Calculated total energy = -7760.9923 a.u.

The geometry in ORCA input format:
```
! RIJCOSX wB97M-V def2-TZVPD def2/J DEFGRID3
* xyz 1 1
C 0.46411 1.61763 -1.98031
C 1.55169 1.69040 -1.11163
C 1.52307 1.67557 0.40984
N 0.74870 0.57850 1.03900
C -0.33398 -0.03491 0.63107
N -0.78263 -0.96121 1.47224
C -1.96912 -1.78792 1.23600
C -3.00656 -1.75698 2.37672
C -3.94645 -0.50985 2.34422
O -4.51808 -0.30705 3.63023
C 0.09773 -0.93787 2.55013
C -0.01882 -1.78158 3.76059
Br -0.76514 -0.89187 5.31496
C 0.32269 -3.07199 3.80705
C 0.88247 -3.79195 2.59111
Br 0.06343 -4.04178 5.44103
C 1.05503 0.00881 2.29141
P 2.40092 0.37729 3.45677
O 2.57428 -0.69772 4.42534
O 2.00391 1.72483 4.26249
O 3.80766 0.68297 2.73278
H 0.02983 0.61926 -2.18090
H -0.02291 2.47445 -2.46443
H 2.54997 1.81803 -1.56971
H 1.18329 2.62286 0.85360
H 2.56306 1.53096 0.74244
H -0.88067 0.16535 -0.29121
H -1.67266 -2.82012 0.98819
H -2.46767 -1.40292 0.33073
H -2.55503 -1.76474 3.38090
H -3.66382 -2.63827 2.31797
H -4.79132 -0.74264 1.67707
H -3.42987 0.40464 1.99930
H -4.00695 0.36193 4.10143
H 1.96367 -3.93470 2.72988
H 0.37959 -4.76937 2.51299
H 0.66443 -3.20916 1.68645
H 2.63488 1.73509 5.00633
H 3.87286 1.59055 2.39767
C 5.97405 1.09814 -5.46894
C 5.80271 0.22691 -4.40115
C 4.53869 0.03190 -3.86054
C 3.44521 0.70134 -4.39570
C 3.61618 1.56911 -5.46484
C 4.88088 1.77166 -5.99916
H 6.96019 1.25283 -5.88820
H 6.65487 -0.29953 -3.98980
H 4.40568 -0.64299 -3.02283
H 2.45666 0.54652 -3.97831
H 2.76238 2.08960 -5.88110
H 5.01503 2.45345 -6.82944
C -1.75838 -2.84089 -2.29185
C -1.83448 -4.22511 -2.36695
C -2.48352 -4.82425 -3.43731
C -3.04770 -4.03905 -4.43502
C -2.96707 -2.65500 -4.35994
C -2.32410 -2.05614 -3.28593
H -1.25337 -2.37171 -1.45455
H -1.38948 -4.83738 -1.59121
H -2.55009 -5.90309 -3.49487
H -3.55032 -4.50697 -5.27161
H -3.40548 -2.04377 -5.13866
H -2.26232 -0.97553 -3.21939
C 1.89011 5.26073 -3.64408
C 1.59494 6.46729 -4.26462
C 2.58252 7.14728 -4.96376
C 3.86303 6.61613 -5.05024
C 4.15694 5.40808 -4.43271
C 3.17166 4.73238 -3.72614
H 1.11933 4.73135 -3.09546
H 0.59482 6.87820 -4.20280
H 2.35459 8.09117 -5.44241
H 4.63186 7.14460 -5.59962
H 5.15493 4.99284 -4.50154
H 3.40288 3.79157 -3.24030
C -1.37743 4.79160 7.95612
C -0.76046 5.60245 7.01342
C -0.20033 5.04032 5.87457
C -0.26478 3.66702 5.67367
C -0.88429 2.85622 6.61509
C -1.43760 3.41881 7.75826
H -1.81180 5.22958 8.84582
H -0.71587 6.67340 7.16683
H 0.28634 5.67286 5.14205
H 0.16693 3.23035 4.78496
H -0.94011 1.78261 6.46315
H -1.91689 2.78672 8.49537
C -5.63489 3.60375 -1.09292
C -5.83394 2.65884 -2.09182
C -4.87219 1.68742 -2.33124
C -3.71541 1.65765 -1.56473
C -3.51716 2.59859 -0.56587
C -4.47532 3.57521 -0.33047
H -6.38443 4.36254 -0.90861
H -6.73984 2.68024 -2.68391
H -5.02435 0.95388 -3.11325
H -2.96426 0.89486 -1.74631
H -2.61186 2.57115 0.03247
H -4.31923 4.31269 0.44672
C 0.26655 -9.33735 -0.13386
C 0.63896 -8.01811 -0.35187
C 1.13817 -7.25523 0.69556
C 1.27371 -7.81537 1.95989
C 0.90437 -9.13590 2.17610
C 0.39710 -9.89549 1.13073
H -0.12546 -9.93137 -0.94978
H 0.53971 -7.58377 -1.33946
H 1.42295 -6.22298 0.52571
H 1.66773 -7.22232 2.77695
H 1.01149 -9.57332 3.16074
H 0.10448 -10.92369 1.30117
*
```

Atom charges from the Löwdin analysis, given in e for atoms 1 to 4: 0.018 -0.109 -0.085 0.019